{
  "formula": "C57H48NOP3Ti",
  "method": "ωB97M-V/def2-TZVPD",
  "fmax_ev_per_a": 3.0,
  "lumo_energy_ev": [-1.0, -1.0],
  "orbital_gap_ev": [4.8, 4.8],
  "e_tot_ha": -4204.22780,
  "symbols": ["Ti", "C", "C", "P", "C", "C", "C", "C", "C", "C", "C", "C", "C", "C", "C", "C", "C", "P", "C", "C", "C", "C", "C", "C", "C", "C", "C", "C", "C", "C", "H", "H", "H", "H", "H", "H", "H", "H", "H", "H", "H", "H", "H", "H", "H", "H", "H", "H", "H", "H", "H", "H", "H", "H", "H", "H", "C", "C", "C", "C", "N", "C", "C", "C", "C", "C", "C", "C", "H", "H", "H", "H", "H", "H", "H", "H", "O", "C", "C", "C", "C", "C", "C", "C", "P", "C", "C", "C", "C", "C", "C", "C", "C", "C", "C", "C", "C", "H", "H", "H", "H", "H", "H", "H", "H", "H", "H", "H", "H", "H", "H"],
  "coordinates": [[0.8341, 0.8603, -1.9925], [-1.3527, -2.4437, -0.6940], [-1.6185, -0.9438, -0.9869], [-2.8690, -0.4266, 0.2974], [-4.4165, -0.6805, -0.6873], [-5.2130, -1.7568, -0.3019], [-6.4125, -2.0173, -0.9471], [-6.8333, -1.1954, -1.9799], [-6.0463, -0.1208, -2.3702], [-4.8463, 0.1384, -1.7292], [-2.8655, 1.3983, 0.3146], [-2.4885, 2.2132, -0.7453], [-2.6105, 3.5906, -0.6428], [-3.1314, 4.1615, 0.5073], [-3.5187, 3.3544, 1.5678], [-3.3773, 1.9801, 1.4751], [-0.6083, -2.8010, 0.6263], [-0.7233, -1.5879, 2.0337], [0.4082, -2.3520, 3.2829], [0.7470, -3.6978, 3.3714], [1.4733, -4.1650, 4.4549], [1.8559, -3.3018, 5.4694], [1.5122, -1.9611, 5.3986], [0.7954, -1.4929, 4.3104], [-2.2034, -2.1755, 2.9832], [-2.5601, -1.3810, 4.0715], [-3.7095, -1.6404, 4.7978], [-4.5190, -2.7119, 4.4509], [-4.1609, -3.5222, 3.3862], [-3.0145, -3.2538, 2.6521], [-0.7807, -2.8607, -1.5291], [-2.3287, -2.9393, -0.6746], [-2.0664, -0.8558, -1.9785], [-0.6685, -0.3241, -0.9339], [-4.8899, -2.3794, 0.5240], [-7.0208, -2.8575, -0.6394], [-7.7768, -1.3818, -2.4745], [-6.3726, 0.5228, -3.1767], [-4.2557, 0.9933, -2.0292], [-2.1083, 1.7847, -1.6615], [-2.2939, 4.2124, -1.4702], [-3.2434, 5.2352, 0.5782], [-3.9301, 3.7966, 2.4658], [-3.6693, 1.3396, 2.2990], [0.4612, -2.8436, 0.4196], [-0.9243, -3.7860, 0.9733], [0.4329, -4.3970, 2.6080], [1.7266, -5.2153, 4.5148], [2.4066, -3.6764, 6.3214], [1.7932, -1.2807, 6.1921], [0.5152, -0.4482, 4.2493], [-1.9246, -0.5446, 4.3383], [-3.9799, -1.0007, 5.6277], [-5.4243, -2.9126, 5.0070], [-4.7848, -4.3647, 3.1156], [-2.7713, -3.8967, 1.8161], [-2.2857, 1.8273, -4.7199], [-1.8854, 3.1189, -5.1334], [-0.6481, 3.5807, -4.7961], [0.2322, 2.7823, -4.0062], [-0.2582, 1.6009, -3.4763], [-1.4489, 1.1363, -3.8862], [1.6142, 2.9723, -3.8469], [2.4523, 3.6972, -4.7389], [3.7185, 3.3292, -5.1095], [4.4501, 2.0995, -4.8839], [4.0081, 0.9121, -4.4223], [2.2502, 1.9053, -3.0436], [-3.2212, 1.3945, -5.0387], [-2.5618, 3.7226, -5.7241], [-0.3104, 4.5517, -5.1271], [-1.7248, 0.1488, -3.5226], [2.0571, 4.6060, -5.1835], [4.2541, 4.0415, -5.7283], [5.4933, 2.1411, -5.1791], [4.6872, 0.0748, -4.3173], [0.2393, 2.3844, -1.0293], [0.8997, 1.6651, -0.2229], [1.6214, 2.0703, 0.9417], [1.5133, 3.3518, 1.4916], [2.3024, 3.6888, 2.5715], [3.1706, 2.7550, 3.1269], [3.2686, 1.4709, 2.6035], [2.5154, 1.1200, 1.4957], [2.3903, -0.5174, 0.6915], [3.8841, -1.4571, 1.2310], [3.6763, -2.8359, 1.2718], [4.6625, -3.7054, 1.7045], [5.8880, -3.2009, 2.1083], [6.1244, -1.8367, 2.0341], [5.1395, -0.9689, 1.5859], [2.8050, 0.0013, -1.0122], [3.5871, 1.2100, -1.1682], [3.2718, 2.1752, -2.0626], [2.5771, 0.7288, -4.0114], [2.0859, -0.5359, -3.3798], [2.2198, -0.8179, -2.0233], [0.8137, 4.0511, 1.0514], [2.2405, 4.6854, 2.9855], [3.7616, 3.0275, 3.9910], [3.9241, 0.7508, 3.0713], [2.7164, -3.2330, 0.9683], [4.4644, -4.7683, 1.7485], [6.6561, -3.8679, 2.4760], [7.0825, -1.4408, 2.3447], [5.3596, 0.0879, 1.5176], [4.3467, 1.3946, -0.4161], [3.7387, 3.1543, -2.0109], [1.9747, 0.8796, -4.9174], [1.7131, -1.3104, -4.0468], [1.8441, -1.7864, -1.6847]],
  "atomic_forces_ev_per_a": [[2.358, -1.691, -0.618], [0.272, 0.217, 0.166], [0.434, -0.094, 0.301], [-0.409, 0.461, -0.461], [0.138, -0.210, 0.248], [0.073, 0.042, -0.029], [-0.089, -0.059, -0.047], [-0.005, -0.031, 0.020], [0.009, 0.048, -0.078], [0.012, -0.069, 0.012], [0.054, -0.142, 0.079], [-0.176, 0.028, 0.150], [0.031, 0.051, -0.127], [-0.017, 0.022, -0.005], [-0.020, 0.014, 0.067], [0.076, 0.005, -0.035], [-0.148, 0.414, -0.112], [-0.167, -0.571, 0.345], [0.105, 0.242, -0.158], [0.047, 0.089, -0.061], [0.014, -0.106, -0.017], [0.022, -0.001, 0.090], [0.011, 0.018, 0.055], [0.141, -0.028, -0.157], [-0.121, 0.323, -0.272], [-0.034, -0.075, -0.059], [0.041, 0.041, 0.041], [-0.059, -0.033, 0.018], [-0.073, -0.060, 0.008], [0.086, 0.027, 0.046], [-0.143, -0.126, 0.045], [0.025, 0.018, -0.171], [0.170, 0.026, 0.101], [-1.076, -0.792, 0.376], [-0.021, -0.029, 0.040], [-0.026, -0.009, 0.023], [-0.020, -0.028, -0.027], [-0.018, 0.030, -0.011], [0.004, 0.029, -0.042], [-0.027, 0.047, 0.043], [-0.005, 0.028, -0.023], [0.026, 0.033, -0.007], [0.005, 0.010, 0.018], [-0.012, 0.004, 0.056], [0.067, -0.037, 0.053], [0.110, -0.040, -0.160], [-0.004, -0.022, -0.064], [0.026, -0.031, 0.008], [0.046, -0.015, 0.014], [0.031, -0.002, 0.017], [0.079, 0.084, 0.011], [-0.069, 0.075, 0.028], [0.002, 0.000, 0.033], [-0.026, -0.017, 0.025], [-0.014, -0.020, -0.005], [0.003, 0.011, -0.062], [-0.052, -0.391, 0.227], [0.401, 0.151, 0.112], [-0.482, 0.086, -0.208], [1.236, 0.275, -0.384], [-0.979, 0.405, -1.099], [-0.562, 0.066, -0.514], [-0.844, 0.239, 0.449], [0.253, 0.065, -0.042], [-0.259, 0.402, -0.139], [0.050, -0.447, 0.071], [0.122, -0.014, -0.073], [-1.034, 0.381, -0.587], [-0.051, -0.023, 0.043], [0.054, 0.054, -0.047], [0.034, 0.034, -0.024], [-0.005, 0.188, -0.112], [0.064, 0.052, -0.027], [-0.044, 0.019, -0.021], [0.029, -0.010, 0.004], [0.092, 0.012, 0.003], [0.010, 1.652, 2.168], [-0.351, 1.062, -0.718], [0.070, 0.427, 1.285], [-0.058, -0.404, -0.285], [0.078, 0.209, 0.176], [-0.186, 0.038, -0.071], [-0.051, 0.005, 0.061], [-0.759, -0.064, -0.176], [0.773, -0.499, -0.008], [-0.219, 0.088, 0.022], [-0.041, 0.027, 0.065], [0.077, -0.027, 0.013], [-0.027, -0.054, -0.017], [0.130, 0.119, 0.046], [-0.013, -0.057, -0.023], [-0.613, -1.149, -0.265], [-0.117, 0.322, -0.274], [0.194, -0.057, 0.404], [0.003, -0.252, -0.296], [-0.247, -0.464, 0.003], [1.802, -0.922, -0.068], [0.029, 0.048, 0.008], [0.011, 0.019, 0.072], [0.055, 0.004, 0.006], [0.000, -0.019, 0.010], [-0.102, -0.018, 0.078], [0.015, -0.018, -0.019], [0.033, 0.001, 0.002], [0.043, 0.008, -0.048], [-0.009, 0.042, 0.025], [-0.086, 0.098, 0.056], [0.083, -0.035, -0.095], [-0.027, -0.022, 0.219], [-0.086, 0.038, 0.259], [-0.172, 0.206, 0.026]]
}

{
  "formula": "C22H33FN4O2",
  "method": "ωB97M-V/def2-TZVPD",
  "fmax_ev_per_a": 0.9,
  "lumo_energy_ev": 0.8,
  "orbital_gap_ev": 8.5,
  "e_tot_ha": -1327.44054,
  "symbols": ["O", "C", "N", "C", "H", "C", "C", "H", "H", "C", "N", "C", "H", "C", "N", "C", "C", "C", "C", "C", "C", "H", "H", "F", "H", "H", "C", "C", "H", "H", "H", "H", "H", "H", "H", "C", "H", "H", "H", "H", "H", "H", "C", "C", "N", "C", "C", "C", "H", "C", "O", "H", "H", "H", "H", "H", "H", "H", "H", "H", "H", "H"],
  "coordinates": [[0.2692, -1.3912, -2.2718], [1.2266, -1.4891, -1.5272], [1.0710, -1.5430, -0.1799], [2.1210, -1.5176, 0.8111], [3.0813, -1.7594, 0.3612], [2.1732, -0.1449, 1.4881], [0.8147, 0.1870, 2.1006], [0.8341, 1.1884, 2.5349], [0.5934, -0.5268, 2.8972], [-0.2731, 0.1029, 1.0155], [-1.6193, 0.4460, 1.4310], [-1.8815, 1.8662, 1.5280], [-1.4826, 2.3644, 0.6425], [-3.3916, 2.1069, 1.5953], [-3.9289, 1.4144, 2.7444], [-5.1014, 1.8498, 3.3417], [-5.9236, 2.8224, 2.7617], [-7.0488, 3.2904, 3.4134], [-7.3714, 2.7808, 4.6551], [-6.5851, 1.8166, 5.2592], [-5.4587, 1.3627, 4.6062], [-4.8343, 0.6320, 5.0961], [-6.8529, 1.4393, 6.2336], [-8.4768, 3.2331, 5.2949], [-7.6804, 4.0375, 2.9588], [-5.7002, 3.2119, 1.7817], [-3.6355, -0.0020, 2.6761], [-2.1234, -0.2119, 2.6187], [-1.9130, -1.2800, 2.5631], [-1.6746, 0.1962, 3.5413], [-4.0519, -0.5166, 3.5401], [-4.0775, -0.4340, 1.7642], [-3.5659, 3.1780, 1.7029], [-3.8488, 1.7528, 0.6587], [-1.4160, 2.3127, 2.4247], [-0.2393, -1.3005, 0.3872], [-0.9764, -1.3670, -0.4131], [-0.4444, -2.0701, 1.1370], [-0.0128, 0.8065, 0.2154], [2.9465, -0.1461, 2.2581], [2.4338, 0.6106, 0.7439], [1.8937, -2.2828, 1.5639], [2.6476, -1.5931, -2.0525], [2.6592, -1.4880, -3.5751], [4.0077, -1.6602, -4.0768], [4.0721, -1.6806, -5.5308], [5.5214, -1.9149, -5.9565], [6.4050, -0.8156, -5.3708], [7.4601, -1.0222, -5.5501], [6.1342, -0.7354, -3.8676], [4.7701, -0.5166, -3.6147], [6.6464, 0.1153, -3.4118], [6.4622, -1.6636, -3.3789], [6.1523, 0.1426, -5.8296], [5.5903, -1.9285, -7.0449], [5.8464, -2.8845, -5.5742], [3.4386, -2.5005, -5.8746], [3.6978, -0.7392, -5.9638], [2.0445, -2.2825, -4.0008], [2.2307, -0.5221, -3.8784], [3.2597, -0.7875, -1.6444], [3.0854, -2.5493, -1.7593]],
  "atomic_forces_ev_per_a": [[-0.176, 0.100, -0.381], [0.384, -0.174, 0.084], [-0.196, -0.112, 0.338], [0.376, 0.236, 0.046], [-0.052, -0.064, 0.022], [-0.063, -0.263, 0.150], [-0.064, 0.242, -0.337], [-0.021, -0.004, 0.102], [-0.036, -0.017, 0.089], [0.169, -0.301, 0.108], [-0.066, 0.064, -0.041], [-0.216, 0.100, -0.119], [0.017, 0.003, 0.005], [0.267, 0.154, 0.071], [0.514, -0.037, -0.137], [-0.447, 0.242, 0.229], [0.235, -0.240, -0.053], [-0.252, -0.020, 0.386], [0.061, 0.034, -0.126], [-0.244, 0.142, -0.052], [0.020, -0.005, -0.162], [0.085, -0.041, 0.046], [-0.036, -0.022, 0.101], [0.088, -0.036, -0.041], [-0.076, 0.072, -0.024], [0.048, 0.020, -0.095], [0.182, -0.215, 0.132], [-0.278, -0.110, -0.041], [0.012, -0.028, 0.048], [-0.021, -0.078, -0.023], [0.011, 0.022, -0.038], [-0.007, -0.061, 0.070], [-0.030, -0.035, -0.029], [-0.012, 0.079, -0.015], [-0.028, 0.030, -0.065], [-0.345, 0.303, -0.246], [0.047, -0.016, 0.168], [-0.018, -0.005, 0.025], [-0.005, -0.064, 0.015], [0.061, 0.034, -0.015], [0.077, 0.027, -0.036], [0.087, 0.002, -0.044], [-0.213, 0.107, -0.433], [0.049, 0.239, 0.365], [0.363, -0.165, 0.046], [0.241, 0.004, -0.091], [-0.114, 0.241, -0.011], [-0.212, -0.174, 0.277], [0.059, 0.036, -0.014], [0.473, -0.066, -0.234], [-0.842, -0.059, -0.119], [-0.007, -0.082, -0.007], [-0.035, 0.081, 0.005], [0.055, 0.046, -0.004], [0.006, -0.056, -0.020], [-0.012, -0.059, -0.049], [-0.032, 0.041, 0.051], [-0.033, -0.035, 0.059], [0.068, 0.084, -0.050], [0.017, -0.089, -0.063], [0.048, -0.091, 0.088], [0.070, 0.038, 0.086]]
}

{
  "formula": "C5H10O",
  "method": "ωB97M-V/def2-TZVPD",
  "fmax_ev_per_a": 3.8,
  "lumo_energy_ev": 0.9,
  "orbital_gap_ev": 10.3,
  "e_tot_ha": -271.64596,
  "symbols": ["C", "C", "C", "C", "O", "C", "H", "H", "H", "H", "H", "H", "H", "H", "H", "H"],
  "coordinates": [[1.5080, 0.3043, -0.4563], [0.0292, 0.4748, -0.1779], [-0.2808, 1.4703, 0.9306], [-0.3601, -1.0539, 0.3796], [-0.2819, -1.2920, 1.5678], [-1.0545, -1.7633, -0.6587], [1.6702, -0.4002, -1.2815], [1.9670, -0.1094, 0.4457], [1.9772, 1.2582, -0.7017], [-0.4540, 0.8343, -1.1225], [0.0637, 1.0382, 1.8720], [-1.3554, 1.6770, 1.0300], [0.2333, 2.4219, 0.7588], [-0.8057, -1.5589, -1.6943], [-1.4847, -2.7693, -0.4764], [-1.3716, -0.5319, -0.4152]],
  "atomic_forces_ev_per_a": [[0.377, 0.143, 0.057], [0.563, -0.381, 0.459], [0.109, -0.007, 0.107], [0.976, 1.256, 0.144], [0.140, -0.114, -0.472], [-0.221, 1.035, 0.101], [0.029, 0.183, 0.149], [0.212, 0.120, -0.125], [0.123, -0.033, -0.012], [0.018, -0.732, 0.572], [-0.008, 0.173, 0.021], [0.224, -0.115, -0.097], [-0.058, -0.119, 0.007], [0.439, -0.046, 0.075], [-0.210, 1.096, 0.183], [-2.713, -2.459, -1.168]]
}

Q: Which formula does entry 1 have?
A: C57H48NOP3Ti